Record 1
A cluster of 2 separate species, C3H12NO in total. Source: the OMol25 dataset; level of theory: ωB97M-V/def2-TZVPD.

```
17
Properties=species:S:1:pos:R:3:forces:R:3
C 2.202974 -0.005792 2.160080 -0.30 -0.20 -0.02
O 1.147644 0.152894 1.177166 0.37 -0.25 -0.35
H 2.685879 0.946441 2.324960 0.26 0.16 -0.03
H 2.903469 -0.759955 1.808849 -0.04 0.15 -0.10
H 1.757966 -0.346866 3.092813 0.11 -0.07 0.05
H 0.381457 0.410475 1.671056 -0.60 0.32 0.49
C -0.988666 1.157082 -1.538284 0.30 -1.12 0.96
N -0.404525 -0.221040 -1.158997 -0.40 2.23 0.22
C -1.537882 -1.080061 -0.691453 1.78 -1.45 -1.25
H -0.181524 1.776734 -1.912593 -0.33 0.05 -0.55
H -1.314756 1.558817 -0.582600 0.01 0.20 0.05
H -1.894844 0.972978 -2.101498 0.33 0.37 -0.71
H 0.184188 -0.615278 -1.883405 -0.33 -0.26 -0.43
H 0.264548 0.069103 -0.426506 0.12 -0.96 0.47
H -2.212084 -1.147253 -1.543770 -0.79 0.73 0.64
H -1.180037 -2.110948 -0.695724 0.22 0.03 0.72
H -1.813806 -0.757328 0.299909 -0.71 0.08 -0.16
```
Positions in Å, forces in eV/Å.

Output
highest occupied orbital energy	-14.85	eV
calculated total energy	-251.21612	a.u.
total charge	+1
LUMO energy	-3.2	eV

***

Record 2
An isolated molecule of C3H4S2. Source: the OMol25 dataset; level of theory: ωB97M-V/def2-TZVPD.

```
9
Properties=species:S:1:pos:R:3:forces:R:3
C 0.664450 2.892385 0.748132 -0.10 -4.17 1.66
C 0.279752 1.551482 0.610239 -1.99 3.25 4.99
C 0.002346 -0.913146 0.400885 1.18 1.65 -1.51
H 0.938246 3.188125 1.888574 -0.84 -0.06 -3.39
H 0.844288 3.334304 -0.224904 0.52 1.00 0.59
H -0.280222 1.015193 1.645708 2.32 1.97 -2.65
H 0.580603 -0.541331 1.312678 -1.11 -1.32 -0.89
S -0.182694 0.556833 -0.689703 0.22 -1.24 0.60
S -0.302444 -2.318123 -0.258896 -0.20 -1.09 0.59
```
Positions in Å, forces in eV/Å.

Output
SMILES	C=CSC=S
highest occupied orbital energy	-8.74	eV
calculated total energy	-912.95986	a.u.
LUMO energy	-0.6	eV

***

Record 3
A cluster of 11 separate species, C44H121N11O11 in total. Source: the OMol25 dataset; level of theory: ωB97M-V/def2-TZVPD.

```
187
Properties=species:S:1:pos:R:3:forces:R:3
C 1.886582 -7.946713 0.316808 0.31 -0.43 -1.36
C 2.454182 -7.268683 1.500618 -0.08 0.34 1.72
C 2.631232 -5.764733 1.294588 2.28 -0.15 -0.75
O 3.755312 -5.228213 2.081688 -1.87 -0.81 -0.88
C 4.236842 -4.031333 1.517878 0.50 0.46 0.78
N 1.499912 -7.485933 2.572648 -1.01 0.37 0.85
H 2.603522 -8.057583 -0.496692 -0.07 0.15 -0.28
H 1.021082 -7.367113 -0.004242 -0.16 -0.16 -0.34
H 1.569252 -8.950443 0.599518 -0.09 0.00 -0.14
H 3.399422 -7.703043 1.826128 0.22 0.17 -0.24
H 1.738572 -5.139383 1.280318 -0.36 -0.09 0.97
H 2.906042 -5.727803 0.240448 0.59 0.38 -0.37
H 3.533502 -3.202563 1.598748 -0.53 -0.04 -0.44
H 4.620982 -4.149803 0.504718 -0.22 0.00 -0.13
H 5.042682 -3.679243 2.161898 0.29 -0.27 -0.05
H 0.660972 -7.080553 2.182848 -0.55 0.85 0.44
H 1.158132 -8.436323 2.579808 0.67 -0.68 0.26
C 0.918512 3.144707 2.405008 0.12 0.29 -0.01
C 0.598552 4.567757 2.852368 -1.98 0.29 0.95
C -0.928988 4.647327 3.399878 2.14 0.75 -0.09
O -1.844998 4.702467 2.375308 -1.37 0.23 -1.04
C -2.239318 6.010717 1.926298 -0.09 -0.39 -0.15
N 1.460382 5.039707 3.925668 0.43 -0.28 0.06
H 1.976232 3.086617 2.148188 0.10 -0.12 -0.10
H 0.340162 2.766897 1.561888 -0.11 0.17 -0.01
H 0.746312 2.480607 3.252008 0.01 -0.19 0.07
H 0.756982 5.308467 2.068568 -0.45 -0.14 -0.37
H -1.105948 5.504497 4.049518 0.62 0.32 0.12
H -1.092008 3.788357 4.050808 -0.19 -0.43 -0.27
H -1.446198 6.554987 1.413628 0.31 -0.25 -0.24
H -2.585778 6.707907 2.689198 0.05 -0.39 0.72
H -3.092058 5.867707 1.262618 0.21 -0.12 -0.12
H 1.580232 4.290407 4.592218 -0.16 -0.16 0.48
H 2.384892 5.110677 3.525248 0.37 0.33 0.01
C -2.625648 -2.951133 -2.539882 1.67 0.92 0.31
C -3.036718 -1.978633 -3.617832 -1.79 -0.60 -0.53
C -2.688768 -0.533843 -3.347932 -1.02 0.40 0.86
O -3.530718 -0.090753 -2.252332 -0.33 0.61 -0.48
C -3.793848 1.330417 -2.278432 0.89 -0.57 0.44
N -2.621878 -2.455703 -4.936842 0.28 -0.03 0.30
H -2.576728 -3.969803 -2.924602 -0.37 0.07 0.32
H -3.108028 -2.794243 -1.575102 -0.58 -0.33 -0.27
H -1.610978 -2.623663 -2.313372 0.65 -0.56 0.12
H -4.125698 -2.025813 -3.619362 -0.23 0.25 -0.25
H -2.910918 0.087587 -4.215432 0.04 -0.07 -0.23
H -1.633008 -0.433723 -3.096062 0.30 0.18 0.12
H -4.279708 1.721027 -3.172562 0.23 -0.43 -0.45
H -2.823848 1.798287 -2.110192 -0.06 0.60 -0.22
H -4.452118 1.654717 -1.472452 0.07 -0.63 0.32
H -3.228888 -2.097563 -5.660292 0.11 0.13 -0.06
H -1.673088 -2.165783 -5.126162 0.20 -0.03 -0.24
C 6.793982 2.613827 -4.846982 -0.60 -0.59 0.53
C 5.387812 2.252497 -5.342192 -0.93 0.68 0.16
C 4.694812 1.239607 -4.416462 0.24 0.64 -0.03
O 3.404172 0.899237 -4.899402 -0.16 -0.02 -0.75
C 2.544972 0.210497 -4.008672 -0.16 0.68 0.21
N 4.577872 3.513627 -5.392362 0.95 -1.15 -0.76
H 7.282082 1.690687 -4.534492 0.42 0.02 -0.22
H 6.696222 3.199847 -3.933132 -0.04 0.13 0.16
H 7.419492 3.201287 -5.519092 -0.26 -0.28 -0.25
H 5.421862 1.709147 -6.286502 0.05 0.63 -0.55
H 4.571102 1.786717 -3.481872 0.17 -0.43 0.66
H 5.365062 0.381407 -4.368012 -0.22 -0.40 0.51
H 1.491922 0.312027 -4.271092 0.05 0.16 -0.92
H 2.545852 0.739137 -3.055442 0.47 -0.43 0.55
H 2.727632 -0.862773 -3.955342 0.41 0.06 0.31
H 3.605772 3.241697 -5.426652 -0.23 0.19 0.09
H 4.777772 3.992347 -4.525782 -0.32 0.21 0.13
C -4.091428 -0.513333 9.605288 0.20 -0.41 0.27
C -4.253628 0.676927 8.642888 -0.46 0.21 0.27
C -3.471058 0.487517 7.333058 0.75 0.94 -0.56
O -3.690018 1.575497 6.364748 0.36 -1.45 0.15
C -2.797878 1.538067 5.223358 -1.26 0.92 0.18
N -5.663648 0.881667 8.359478 -0.73 -0.76 -1.24
H -4.765688 -0.474463 10.460848 -0.29 0.45 -0.11
H -3.123888 -0.674943 10.080528 0.38 0.57 -0.33
H -4.302768 -1.483363 9.155318 -0.22 0.15 -0.52
H -4.020888 1.637727 9.102018 1.44 -0.20 0.32
H -3.630988 -0.484603 6.866688 -0.56 -0.06 -0.06
H -2.400928 0.515977 7.538268 0.21 -0.07 0.41
H -3.207188 2.313207 4.575498 0.38 0.58 0.20
H -2.849428 0.708767 4.517878 -0.13 -0.88 0.80
H -1.761408 1.743087 5.491298 0.05 -0.03 0.13
H -5.712378 1.685977 7.750548 -0.40 0.07 -0.05
H -6.251488 1.026587 9.167898 0.30 0.07 0.14
C -4.905638 2.513707 1.711888 0.76 2.23 0.76
C -6.192048 3.144447 1.127748 0.81 0.88 1.46
C -5.917848 4.286267 0.080478 0.15 -1.19 -0.81
O -5.355318 5.485467 0.551978 -0.51 0.57 0.11
C -6.344248 6.494997 0.863998 0.60 -0.74 0.32
N -6.962338 2.081917 0.619718 -1.17 -0.65 -2.41
H -4.472368 3.260167 2.377598 0.30 0.11 0.27
H -4.105268 2.394707 0.981578 -0.28 -0.36 -0.39
H -5.015328 1.623877 2.331788 -0.47 -0.11 -0.35
H -6.775888 3.642097 1.902078 0.11 -0.07 0.43
H -6.762148 4.509507 -0.571762 -0.78 -0.10 0.56
H -5.247938 3.880357 -0.677522 0.72 -0.11 0.10
H -7.126578 6.579647 0.109748 0.04 -0.23 -0.19
H -5.848248 7.462787 0.937928 0.16 -0.19 0.08
H -6.788718 6.224367 1.821758 -0.24 0.28 0.08
H -6.314268 1.606307 0.008248 -0.37 -0.64 -0.40
H -7.300458 1.386267 1.269218 0.18 0.36 0.39
C -1.220688 4.008997 -0.902612 0.55 -1.52 -0.39
C -0.303078 4.221907 -2.131752 -0.55 -1.53 1.02
C -0.858178 3.602827 -3.428562 1.52 0.87 0.51
O -2.092128 4.122407 -3.736952 -1.27 -0.56 -0.77
C -2.635578 3.392537 -4.851742 -0.58 0.86 0.92
N -0.020738 5.618457 -2.239422 -0.12 0.39 -1.13
H -1.194018 2.929857 -0.751502 -0.40 -0.25 0.34
H -2.264648 4.303497 -1.009982 0.10 0.27 -0.21
H -0.792158 4.427537 0.008038 -0.04 0.24 -0.13
H 0.601212 3.644967 -1.938112 0.36 0.08 0.05
H -0.898228 2.513647 -3.415112 0.05 -0.34 0.53
H -0.157648 3.861997 -4.222412 0.38 0.03 -0.23
H -2.456478 2.321867 -4.753352 0.18 -0.07 0.03
H -2.238178 3.753007 -5.800552 -0.01 0.05 -0.04
H -3.708568 3.557077 -4.753112 -0.02 0.01 -0.55
H 0.363672 5.937977 -1.361802 -0.04 0.15 0.10
H -0.983038 5.922217 -2.281912 -0.01 1.37 -0.11
C 5.052912 1.056067 -0.232742 0.56 -0.54 -1.83
C 4.997612 -0.197553 -1.202642 0.44 -0.77 2.25
C 6.340442 -0.591383 -1.810562 -0.37 0.77 -0.42
O 6.053582 -1.618353 -2.754822 1.76 0.15 -0.67
C 7.188062 -1.870673 -3.617052 -0.85 -0.67 -0.03
N 4.508602 -1.286373 -0.318232 0.68 0.44 -0.27
H 5.907022 0.934497 0.433448 -0.12 0.01 0.09
H 4.149402 1.227007 0.352538 -0.03 -0.41 -0.11
H 5.205962 1.941887 -0.849182 0.14 0.30 0.09
H 4.367522 -0.062623 -2.081782 -0.30 0.36 0.16
H 7.158042 -0.877633 -1.148972 -0.31 -0.25 0.51
H 6.712192 0.267347 -2.369562 0.17 0.36 -0.19
H 6.851802 -2.576313 -4.376722 -0.27 0.27 -0.22
H 8.011622 -2.424373 -3.166212 0.10 0.37 0.74
H 7.562882 -0.967953 -4.099442 -0.07 0.16 0.10
H 3.549362 -1.002003 -0.180052 -0.07 -0.33 0.32
H 4.425742 -2.179933 -0.781672 0.42 -0.27 -0.34
C -2.925398 -3.290773 1.862228 -0.70 0.38 -0.21
C -1.753528 -2.851033 2.656638 0.74 -0.46 1.01
C -2.098628 -1.946143 3.895768 -0.22 -2.31 -1.80
O -0.941578 -1.696403 4.604308 0.36 0.81 0.90
C -0.091638 -0.792743 3.953898 1.13 0.24 -0.09
N -1.103398 -4.106523 3.106468 0.63 0.89 0.21
H -3.529768 -3.960443 2.474088 -0.21 0.04 0.09
H -2.612218 -3.881703 1.001518 -0.05 0.27 -0.14
H -3.526378 -2.421063 1.596648 -0.26 -0.14 -0.42
H -0.986148 -2.341223 2.074128 -0.28 0.13 -0.35
H -2.692088 -2.645693 4.484428 -0.42 0.52 0.48
H -2.665798 -1.071273 3.577918 0.02 0.26 0.22
H 0.552832 -1.273143 3.217708 -0.28 -0.23 -0.51
H 0.658912 -0.399063 4.639318 -0.41 0.11 0.52
H -0.617848 0.035327 3.479028 -0.12 -0.02 0.01
H -0.285398 -3.775213 3.597608 0.73 -0.26 -0.01
H -1.619508 -4.478333 3.890988 -0.62 -0.35 0.05
C 0.719402 -2.430943 -0.280592 0.69 0.17 1.02
C 0.790442 -1.027683 -0.841842 -1.80 -0.63 -0.34
C -0.447548 -0.163503 -0.565042 0.58 -0.02 1.89
O -0.444598 0.303517 0.820898 -0.74 0.75 -0.63
C -1.757328 0.868827 1.186688 1.21 -1.13 -0.33
N 1.976372 -0.346903 -0.390132 -0.86 0.58 -0.43
H 1.663572 -2.933573 -0.490322 -0.05 -0.20 -0.11
H -0.119188 -3.091383 -0.501252 -0.07 0.39 -0.47
H 0.702092 -2.277603 0.798428 0.03 -0.29 0.31
H 0.777852 -1.062313 -1.931212 0.43 -0.19 -0.32
H -1.371018 -0.729333 -0.688082 -0.16 0.29 -0.69
H -0.265408 0.714717 -1.184442 -0.92 0.24 -0.41
H -2.240758 1.441037 0.394868 0.20 -0.26 -0.30
H -1.659168 1.557747 2.025648 0.25 -0.25 0.14
H -2.321488 -0.030163 1.434938 -0.68 0.37 0.18
H 1.855382 -0.144483 0.591948 -0.09 0.05 0.45
H 1.862482 0.549877 -0.840592 0.69 0.61 0.03
C 4.061112 -3.268113 -4.391262 -0.92 0.89 -0.83
C 3.473662 -3.453213 -2.967092 -0.57 -1.70 -2.02
C 2.375492 -4.551583 -2.999412 -0.61 1.69 0.68
O 1.242512 -4.047953 -3.761742 0.11 -1.37 0.17
C 0.285752 -5.081383 -4.134302 1.06 0.41 0.13
N 4.563822 -3.892353 -2.153372 1.14 -0.28 0.78
H 3.344602 -3.136923 -5.202122 -0.55 0.15 0.21
H 4.651712 -4.103293 -4.767792 0.17 -0.33 0.63
H 4.677422 -2.369993 -4.431822 0.07 -0.09 0.14
H 3.134132 -2.518343 -2.521182 -0.41 0.07 -0.32
H 2.052202 -4.758413 -1.979212 -0.24 0.20 0.35
H 2.833952 -5.502503 -3.270812 -0.19 -0.11 -1.10
H 0.815222 -5.799843 -4.760052 -0.14 -0.16 -0.17
H -0.549208 -4.648143 -4.684972 0.26 0.29 0.01
H -0.132608 -5.622033 -3.285322 0.12 0.12 0.36
H 4.899892 -4.809383 -2.410712 -0.54 -0.68 -0.04
H 5.298862 -3.341013 -2.572712 0.64 0.42 1.01
```
Positions in Å, forces in eV/Å.

Output
SMILES	COC[C@H](C)N.COC[C@H](C)N.COC[C@H](C)N.COC[C@H](C)N.COC[C@H](C)N.COC[C@H](C)N.COC[C@H](C)N.COC[C@H](C)N.COC[C@H](C)N.COC[C@H](C)N.COC[C@H](C)N
highest occupied orbital energy	-8.46	eV
calculated total energy	-3178.60334	a.u.
LUMO energy	0.4	eV

***

Energy above the lowest of the compared OMol25 structures with the same formula, charge and spin values (in eV) by entry order: 1.476 2.738 5.032.